1.
Below is 15 unconnected molecules or ions with the total composition C24H78N12O24 in a non-equilibrium geometry, with properties calculated with ωB97M-V with the def2-TZVPD basis set.

Calculated values
Molar mass = 918.9 Da
Kohn-Sham gap = 10.1471 eV
Maximum force = 4.86 eV Å⁻¹
LUMO level = 0.457 eV

Structure (ORCA input):
```
! wB97M-V def2-TZVPD RIJCOSX def2/J DEFGRID3
* xyz 0 1
H 2.234 -4.182 3.076
O 1.250 0.416 -2.133
N 3.092 -1.890 -0.359
O 2.106 3.660 4.254
H -1.975 1.641 4.057
H 3.134 0.822 -2.494
H -1.634 5.437 2.731
H -1.892 4.006 0.937
H 0.021 4.960 3.020
H -1.589 4.375 -2.616
H 3.139 4.473 2.401
C 2.396 -2.303 -4.713
H -4.369 0.729 2.530
C 4.768 0.904 0.869
H 1.268 1.403 3.852
H -4.263 4.266 0.985
N -2.987 -1.076 -1.884
H 1.021 0.916 -2.921
H -4.100 4.462 -0.711
H 1.998 -3.457 5.525
H 5.858 0.927 -0.977
H -0.558 -2.607 0.569
H 4.451 0.346 2.852
H 3.520 -3.813 -1.978
N 5.114 0.506 2.147
H 0.829 2.143 -4.909
O 1.420 -4.025 3.563
C -2.369 -1.398 -3.109
H 0.036 -1.125 -0.782
N 3.573 -4.022 -0.966
C -1.279 4.711 4.690
N -2.398 -0.376 -4.075
H 2.910 1.010 -5.366
N -1.070 4.086 -3.399
C -1.404 -0.235 3.173
N -2.825 3.881 -4.949
N 5.755 0.585 -0.026
H -1.091 5.686 5.138
H -1.112 1.302 0.063
H 2.976 -1.399 -4.718
H 4.891 2.295 -4.179
H -3.717 -1.788 1.427
C 2.383 -1.843 4.184
H -2.492 2.683 -1.576
N 1.876 1.692 3.100
H -2.345 4.532 4.833
C -0.292 -5.350 -2.835
O 0.431 -0.786 -5.151
H 3.812 -2.239 3.011
H -0.591 -2.888 -2.010
H 6.659 0.502 0.393
O -0.419 0.869 5.128
H 5.901 -0.105 2.230
C -1.497 3.680 -4.609
H -6.215 -0.873 1.045
H -0.123 3.721 -3.272
H -2.414 -0.216 2.757
H 2.905 2.650 -5.657
H 1.558 -1.857 -6.563
O -3.259 2.141 -1.420
O -0.204 -6.711 -2.569
C 2.838 1.927 -4.810
H -2.492 -4.727 3.347
H 0.623 -2.667 4.856
H 0.458 3.911 5.119
H 1.289 -4.921 -1.481
H 3.251 -1.106 0.250
C 3.944 2.101 -3.740
H -1.310 -5.093 -3.134
C 2.284 3.001 3.233
O -2.268 4.463 0.117
O 4.015 0.954 -2.871
C 0.249 -4.634 -1.646
H -0.308 -0.234 1.555
H -2.855 3.644 -5.997
O 2.215 -2.680 -3.368
H -1.203 -1.287 3.465
H -1.107 -6.947 -2.243
O -0.396 0.264 2.359
O 3.643 1.337 0.555
C -3.880 2.555 -0.162
H -5.784 -2.314 2.076
O -0.473 3.716 5.329
O 3.797 -2.007 3.952
H 3.934 -4.923 -0.692
H 1.670 1.278 2.252
H 1.268 -2.705 -3.139
C -5.997 -0.266 2.928
C 1.145 -2.000 -5.531
H 0.335 -3.209 1.933
H -7.093 0.000 2.935
O -1.682 -2.414 -3.269
H 0.072 -0.899 -4.279
O -1.427 3.488 2.543
H 1.340 0.854 -0.218
H 0.510 -2.868 -5.682
H -0.826 2.764 2.921
H 2.650 -1.774 -1.301
N -0.519 -3.198 1.381
H 2.319 -1.090 4.995
H -3.101 4.853 -4.773
H -1.408 0.718 -1.533
H -3.390 -0.155 -1.854
H 3.674 2.944 -3.149
C -1.698 -3.702 1.829
H -1.863 -0.625 -4.866
C -5.662 -1.250 1.841
H -5.728 -0.595 3.910
C -0.653 0.704 -0.708
C -1.582 0.690 4.361
O 1.504 2.032 -4.223
H -0.322 -4.982 -0.745
O -0.756 3.124 -5.411
H -3.252 0.159 -4.181
O -4.281 -0.982 1.462
H -0.778 -4.425 3.478
H 3.080 3.042 1.407
C 3.621 -3.061 -0.010
N -1.608 -4.444 2.941
H 0.741 2.240 -1.118
C -3.652 3.993 0.115
O 0.300 -3.209 -1.781
C -1.054 4.696 3.213
C 0.714 1.165 -1.017
O -2.728 -3.538 1.132
H -2.486 0.221 4.878
O -5.337 0.948 2.517
O 4.005 -3.300 1.132
N 2.739 3.591 2.198
H -4.930 2.347 -0.349
H 1.943 -1.382 3.296
C 1.619 -3.039 4.588
H -3.478 1.929 0.611
H 0.306 -5.170 -3.772
O -0.587 -0.638 -0.216
H -0.378 1.821 5.408
H -3.500 -1.819 -1.489
H 2.938 -3.047 -5.272
*
```

Results of the Löwdin charge analysis, in e, for atoms 1 through 99: atom 1 (H): 0.08, atom 2 (O): -0.08, atom 3 (N): 0.20, atom 4 (O): 0.00, atom 5 (H): 0.09, atom 6 (H): 0.04, atom 7 (H): 0.11, atom 8 (H): 0.06, atom 9 (H): 0.13, atom 10 (H): 0.07, atom 11 (H): 0.11, atom 12 (C): -0.23, atom 13 (H): 0.07, atom 14 (C): -0.61, atom 15 (H): 0.07, atom 16 (H): 0.13, atom 17 (N): 0.19, atom 18 (H): 0.04, atom 19 (H): 0.10, atom 20 (H): 0.13, atom 21 (H): 0.10, atom 22 (H): 0.07, atom 23 (H): 0.06, atom 24 (H): 0.10, atom 25 (N): 0.18, atom 26 (H): 0.05, atom 27 (O): -0.08, atom 28 (C): -0.55, atom 29 (H): 0.07, atom 30 (N): 0.16, atom 31 (C): -0.21, atom 32 (N): 0.18, atom 33 (H): 0.10, atom 34 (N): 0.20, atom 35 (C): -0.24, atom 36 (N): 0.12, atom 37 (N): 0.17, atom 38 (H): 0.12, atom 39 (H): 0.11, atom 40 (H): 0.10, atom 41 (H): 0.11, atom 42 (H): 0.05, atom 43 (C): -0.25, atom 44 (H): 0.03, atom 45 (N): 0.20, atom 46 (H): 0.13, atom 47 (C): -0.29, atom 48 (O): -0.07, atom 49 (H): 0.03, atom 50 (H): 0.04, atom 51 (H): 0.09, atom 52 (O): -0.07, atom 53 (H): 0.10, atom 54 (C): -0.67, atom 55 (H): 0.09, atom 56 (H): 0.11, atom 57 (H): 0.09, atom 58 (H): 0.13, atom 59 (H): 0.13, atom 60 (O): -0.10, atom 61 (O): -0.06, atom 62 (C): -0.17, atom 63 (H): 0.12, atom 64 (H): 0.12, atom 65 (H): 0.06, atom 66 (H): 0.11, atom 67 (H): 0.08, atom 68 (C): -0.19, atom 69 (H): 0.12, atom 70 (C): -0.70, atom 71 (O): -0.09, atom 72 (O): -0.08, atom 73 (C): -0.21, atom 74 (H): 0.03, atom 75 (H): 0.14, atom 76 (O): -0.09, atom 77 (H): 0.12, atom 78 (H): 0.11, atom 79 (O): -0.06, atom 80 (O): -0.03, atom 81 (C): -0.20, atom 82 (H): 0.13, atom 83 (O): -0.09, atom 84 (O): -0.07, atom 85 (H): 0.11, atom 86 (H): 0.04, atom 87 (H): 0.04, atom 88 (C): -0.23, atom 89 (C): -0.19, atom 90 (H): 0.09, atom 91 (H): 0.14, atom 92 (O): 0.01, atom 93 (H): 0.03, atom 94 (O): -0.10, atom 95 (H): 0.09, atom 96 (H): 0.11, atom 97 (H): 0.11, atom 98 (H): 0.10, atom 99 (N): 0.19

=====

2.
Below is a molecular structure, C24H8B5Br4O42V in a non-equilibrium geometry, with properties calculated with ωB97M-V with the def2-TZVPD basis set.

Calculated values
Molar mass = 1392.9 Da
Kohn-Sham gap = 6.7830 eV
Maximum force = 3.76 eV Å⁻¹
LUMO level = 5.344 eV

Structure (ORCA input):
```
! wB97M-V def2-TZVPD RIJCOSX def2/J DEFGRID3
* xyz -4 1
O 8.666 -13.726 -14.886
Br 10.873 -6.536 -19.758
O 6.689 -8.073 -22.896
B 6.714 -17.315 -21.351
H 9.000 -8.404 -18.272
B 8.271 -10.567 -13.441
O 9.057 -9.365 -13.809
B 0.983 -9.217 -19.492
O 7.637 -9.774 -24.046
O 4.493 -5.846 -19.629
O 1.970 -12.518 -19.842
O 6.942 -10.091 -13.029
C 2.260 -11.340 -13.354
O 6.720 -14.720 -17.576
C 8.808 -16.512 -21.117
O 6.323 -8.119 -17.735
C 6.216 -13.637 -17.859
O 9.399 -13.534 -12.129
Br 9.086 -9.763 -20.431
C 8.132 -16.720 -19.696
B 5.345 -7.878 -22.329
C 4.470 -9.592 -17.113
O 5.117 -12.025 -19.199
O 9.874 -16.011 -21.289
O 7.873 -16.676 -15.725
O 8.119 -11.512 -14.601
O 3.410 -4.969 -22.355
O 4.596 -6.767 -22.968
H 9.871 -9.926 -18.098
O 1.841 -6.507 -17.517
C 6.741 -9.289 -23.406
C 11.060 -8.303 -18.939
C 4.647 -6.367 -20.689
O 5.428 -13.994 -20.180
C -0.176 -7.581 -18.322
H 11.789 -8.845 -19.533
C 9.748 -9.050 -18.729
O 1.950 -8.232 -18.945
O 8.747 -16.495 -18.667
O 6.951 -17.155 -19.896
C 8.629 -12.662 -14.301
O 4.248 -19.605 -22.168
C 4.454 -17.197 -21.891
H 3.980 -11.195 -14.678
C 5.522 -13.276 -19.232
H 1.613 -12.141 -13.004
C 5.855 -9.213 -17.719
C 4.966 -18.660 -21.906
O 8.575 -7.126 -13.701
C 9.021 -12.595 -12.771
Br 2.492 -12.965 -15.783
Br 3.304 -10.598 -11.883
O 6.241 -18.649 -21.719
V 8.501 -15.421 -16.448
O 1.241 -10.528 -18.925
O 5.156 -11.163 -23.395
O 3.366 -16.737 -22.141
C 8.339 -8.284 -13.538
H 4.065 -12.564 -13.764
C 6.927 -8.756 -13.045
C 1.322 -7.350 -18.191
O -1.050 -6.991 -17.732
H 11.484 -8.048 -17.969
O 7.943 -16.946 -22.051
O -0.337 -8.614 -19.125
O 5.533 -16.488 -21.744
C 4.174 -5.881 -22.123
O 6.452 -10.334 -18.166
O 1.713 -11.069 -22.309
O 3.657 -8.857 -16.635
C 1.501 -10.626 -21.218
O 8.951 -11.343 -12.430
O 10.030 -15.464 -16.517
C 3.314 -11.949 -14.256
O 5.322 -7.471 -20.937
O 6.123 -12.576 -17.115
O 5.989 -8.047 -12.880
B 5.527 -11.452 -17.897
C 5.409 -10.031 -23.122
C 1.587 -11.388 -19.890
O 4.669 -9.189 -22.401
H 1.703 -10.506 -13.765
O 1.069 -9.403 -20.947
O 4.320 -10.890 -17.260
*
```

Löwdin analysis output, partial charges in e: atom 1 (O): 0.07, atom 2 (Br): 0.56, atom 3 (O): 0.22, atom 4 (B): -0.85, atom 5 (H): 0.05, atom 6 (B): -0.86, atom 7 (O): 0.23, atom 8 (B): -0.87, atom 9 (O): 0.11, atom 10 (O): 0.16, atom 11 (O): 0.16, atom 12 (O): 0.21, atom 13 (C): -0.66, atom 14 (O): 0.04, atom 15 (C): -0.35, atom 16 (O): 0.17, atom 17 (C): -0.29, atom 18 (O): 0.14, atom 19 (Br): 0.68, atom 20 (C): -0.35, atom 21 (B): -0.89, atom 22 (C): -0.38, atom 23 (O): 0.25, atom 24 (O): 0.16, atom 25 (O): -0.30, atom 26 (O): 0.27, atom 27 (O): 0.09, atom 28 (O): 0.22, atom 29 (H): 0.05, atom 30 (O): 0.15, atom 31 (C): -0.42, atom 32 (C): -0.70, atom 33 (C): -0.38, atom 34 (O): 0.19, atom 35 (C): -0.40, atom 36 (H): 0.04, atom 37 (C): -0.66, atom 38 (O): 0.22, atom 39 (O): 0.07, atom 40 (O): 0.29, atom 41 (C): -0.32, atom 42 (O): 0.10, atom 43 (C): -0.40, atom 44 (H): 0.04, atom 45 (C): -0.36, atom 46 (H): 0.04, atom 47 (C): -0.35, atom 48 (C): -0.41, atom 49 (O): 0.15, atom 50 (C): -0.39, atom 51 (Br): 0.65, atom 52 (Br): 0.62, atom 53 (O): 0.24, atom 54 (V): 1.01, atom 55 (O): 0.23, atom 56 (O): 0.16, atom 57 (O): 0.15, atom 58 (C): -0.39, atom 59 (H): 0.04, atom 60 (C): -0.38, atom 61 (C): -0.41, atom 62 (O): 0.10, atom 63 (H): 0.04, atom 64 (O): 0.24, atom 65 (O): 0.21, atom 66 (O): 0.22, atom 67 (C): -0.40, atom 68 (O): 0.19, atom 69 (O): 0.15, atom 70 (O): 0.17, atom 71 (C): -0.39, atom 72 (O): 0.26, atom 73 (O): -0.29, atom 74 (C): -0.67, atom 75 (O): 0.23, atom 76 (O): 0.25, atom 77 (O): 0.16, atom 78 (B): -0.88, atom 79 (C): -0.38, atom 80 (C): -0.37, atom 81 (O): 0.23, atom 82 (H): 0.06, atom 83 (O): 0.23, atom 84 (O): 0.16